Density functional theory data (wB97M-V/def2-TZVPD) for C10H21NO6Pd as an isolated structure.

Values from the calculation:
E_tot = -1027.3824 Eh
E_HOMO (spin up / spin down) = 0.521 / 0.731 eV
E_LUMO (spin up / spin down) = 5.00 / 5.00 eV

Structure (ORCA input):
```
! RIJCOSX wB97M-V def2-TZVPD def2/J DEFGRID3
* xyz -2 3
Pd 5.4521 8.6049 5.8091
O 4.1430 9.7539 7.0132
H 3.2594 9.6407 7.4144
O 4.4273 7.7789 4.2246
H 4.3797 7.6178 3.2621
C 7.2863 10.7421 5.9301
O 6.3997 10.5107 5.0954
O 7.1694 11.8199 6.5466
O 7.0456 9.7716 6.5609
C 6.0769 4.6492 8.2686
C 6.1418 6.1174 7.9669
C 7.2702 6.8740 8.7296
C 8.6790 6.4702 8.1743
C 8.8080 6.5858 6.6394
C 7.5917 6.0075 5.8652
N 6.3097 6.3475 6.4962
O 5.2869 5.7523 5.7538
C 7.6869 6.6279 4.4423
C 7.9410 4.5466 5.6364
C 4.7905 6.7348 8.4306
H 7.1136 4.3146 8.2316
H 5.3868 4.0586 7.6662
H 5.5765 4.4992 9.2253
H 7.2198 7.9466 8.5424
H 7.1783 6.6228 9.7863
H 8.9662 5.4364 8.3664
H 9.4522 7.0636 8.6623
H 9.7782 6.1347 6.4313
H 9.0236 7.5922 6.2806
H 7.3968 7.6781 4.4106
H 8.6286 6.5367 3.9009
H 6.8865 6.2017 3.8375
H 8.7650 4.4547 4.9288
H 8.2245 3.9400 6.4965
H 7.0687 4.1614 5.1086
H 3.9766 6.1478 8.0050
H 4.6240 7.7854 8.1927
H 4.6812 6.6718 9.5132
H 4.9373 6.3734 5.1107
*
```